Density functional theory data (wB97M-V/def2-TZVPD) for 4 unconnected molecules or ions with the total composition C26H38BrN5O12S2.

Calculated values
SMILES string = C[C@H](Br)Cc1cc2nsnc2c(CCSc2nnco2)c1CON=O.CCOC(=O)OC.CCOC(=O)OC.CCOC(=O)OC
Kohn-Sham gap = 6.71 eV
Calculated total energy = -5559.9031 Eh
LUMO = -1.87 eV
E_HOMO = -8.6 eV

The geometry in ORCA input format:
```
! RIJCOSX wB97M-V def2-TZVPD def2/J DEFGRID3
* xyz 0 1
C -5.8966 1.7507 -1.7436
C -4.2845 1.4639 -1.4457
Br -3.2974 2.9055 -2.4977
C -3.8025 -0.0557 -1.8363
C -2.2903 -0.2912 -1.1632
C -0.9284 0.3443 -1.8438
C 0.5951 0.2181 -1.2525
N 1.9281 0.7575 -1.7218
S 3.1039 0.2246 -0.4960
N 2.2027 -0.6817 0.7004
C 0.7741 -0.6200 0.1449
C -0.5785 -1.2927 0.8629
C -0.2577 -2.0912 2.2970
C 0.2528 -0.8910 3.3362
S -0.9147 -0.6826 4.8229
C -0.2950 0.9406 5.6174
N 0.0243 2.1778 4.7625
N 0.4725 3.2607 5.5528
C 0.4531 2.6574 6.9504
O -0.0372 1.2512 7.0375
C -2.1019 -1.1485 0.2346
C -3.3288 -1.8744 1.0706
O -3.0848 -3.3472 0.9817
N -2.7891 -3.5859 -0.3284
O -1.9962 -4.5278 -0.4210
H -6.6151 1.0609 -1.1289
H -6.0340 1.6981 -2.9050
H -6.0637 2.8907 -1.4349
H -4.0421 1.6690 -0.2957
H -3.8128 -0.2901 -2.9940
H -4.5801 -0.8177 -1.3526
H -1.0858 0.9751 -2.8318
H 0.6654 -2.7735 2.0688
H -1.1764 -2.6938 2.6999
H 0.2014 0.1546 2.7644
H 1.3827 -1.0151 3.6525
H 0.8104 3.3119 7.8823
H -4.4015 -1.6111 0.6709
H -3.2374 -1.5168 2.1977
C -3.3315 -7.0825 -1.0314
C -4.1138 -8.3487 -1.3338
O -4.6212 -8.3265 -2.6738
C -3.7233 -8.6281 -3.6455
O -2.5495 -8.9166 -3.4742
O -4.3493 -8.5251 -4.8440
C -3.4884 -8.7261 -5.9622
H -3.9358 -6.1953 -1.2483
H -3.0271 -7.0574 0.0183
H -2.4336 -7.0141 -1.6515
H -4.9806 -8.4084 -0.6676
H -3.5112 -9.2479 -1.1600
H -2.9380 -9.6688 -5.8779
H -2.7975 -7.8824 -6.0557
H -4.1063 -8.7694 -6.8635
C 4.0274 4.3003 4.5384
C 4.0660 3.3420 5.7161
O 5.3082 2.6283 5.7518
C 6.3649 3.3160 6.2539
O 6.3419 4.4621 6.6737
O 7.4591 2.5183 6.1816
C 8.6653 3.1570 6.5930
H 4.2475 3.7720 3.6046
H 3.0449 4.7728 4.4565
H 4.7796 5.0868 4.6429
H 3.2742 2.5944 5.6028
H 3.8867 3.8601 6.6655
H 8.5611 3.6044 7.5869
H 8.9548 3.9136 5.8571
H 9.4526 2.3993 6.6390
C 2.8362 5.2037 -3.1166
C 2.0005 4.0167 -3.5637
O 1.1158 4.3885 -4.6280
C 1.6826 4.4753 -5.8579
O 2.8541 4.2608 -6.1255
O 0.7268 4.8706 -6.7350
C 1.2144 5.0930 -8.0560
H 2.1936 6.0542 -2.8653
H 3.4403 4.9441 -2.2432
H 3.5076 5.5375 -3.9123
H 1.3725 3.6804 -2.7324
H 2.6285 3.1675 -3.8575
H 1.7658 4.2240 -8.4295
H 1.8448 5.9875 -8.0736
H 0.3554 5.2617 -8.7114
*
```

Density functional theory data (wB97M-V/def2-TZVPD) for a molecular structure, C26H38Cl7N6PSW.

Calculated values
Kohn-Sham gap (spin up / spin down) = 7.29 / 7.60 eV
Calculated total energy = -5369.6233 Eh
LUMO (spin up / spin down) = -6.08 / -6.36 eV
E_HOMO (spin up / spin down) = -13.4 / -14.0 eV

The geometry in ORCA input format:
```
! RIJCOSX wB97M-V def2-TZVPD def2/J DEFGRID3
* xyz 2 3
W 0.6644 2.0893 0.2301
Cl 2.7171 3.8564 0.4464
C 3.2696 2.4490 1.3457
C 2.3113 1.4547 1.4058
C 2.6587 0.3280 2.1385
Cl 1.4859 -0.9406 2.3743
C 3.9227 0.1930 2.7107
Cl 4.3259 -1.2355 3.5541
C 4.8594 1.2268 2.5985
Cl 6.4059 1.0680 3.2918
C 4.5227 2.3964 1.9157
Cl 5.5984 3.7098 1.7696
C -2.3273 4.5770 4.1296
N -1.9173 3.1664 4.0571
C -2.4326 2.1417 4.8465
C -1.8154 1.0073 4.4762
N -0.9381 1.3587 3.4641
C -1.0019 2.6712 3.2161
S -0.0692 3.6199 2.1124
H -2.7728 4.7524 5.1035
H -3.0526 4.7978 3.3504
H -1.4591 5.2175 4.0129
H -3.1753 2.3221 5.6057
H -1.9169 -0.0025 4.8385
H -0.2903 0.7301 3.0074
Cl 0.3065 4.0948 -1.5181
C -1.4898 4.3219 -1.5586
Cl -2.2356 3.0964 -0.5390
H -1.8090 4.1881 -2.5832
H -1.7066 5.3102 -1.1795
N 0.0380 0.5402 -0.4180
P -0.4201 -0.8588 -1.1550
N -0.9706 -0.4378 -2.6420
C -1.0482 -1.4915 -3.6893
C 0.1885 -1.4826 -4.5790
C 0.4043 -0.0984 -5.1936
C 0.4366 0.9835 -4.1132
C -0.8192 0.8971 -3.2543
N -1.6534 -1.6931 -0.4787
C -1.4869 -2.4287 0.8049
C -1.9330 -1.5873 2.0000
C -3.3842 -1.1426 1.8355
C -3.5464 -0.3879 0.5172
C -3.0628 -1.2413 -0.6522
N 0.8456 -1.8838 -1.0759
C 0.6834 -3.3295 -1.4006
C 1.6274 -4.1904 -0.5718
C 3.0759 -3.7328 -0.7349
C 3.1891 -2.2574 -0.3610
C 2.2515 -1.4227 -1.2195
H -1.9330 -1.2698 -4.2917
H -1.2246 -2.4589 -3.2256
H 0.0780 -2.2362 -5.3602
H 1.0647 -1.7544 -3.9841
H -0.4187 0.1198 -5.8839
H 1.3220 -0.0808 -5.7821
H 0.5138 1.9737 -4.5694
H 1.3148 0.8457 -3.4704
H -1.7020 1.0555 -3.8819
H -0.8409 1.6437 -2.4752
H -0.4556 -2.7581 0.9029
H -2.1182 -3.3197 0.7379
H -1.2928 -0.7014 2.0464
H -1.7921 -2.1596 2.9202
H -3.7013 -0.5224 2.6759
H -4.0337 -2.0246 1.8303
H -2.9502 0.5306 0.5551
H -4.5877 -0.1067 0.3513
H -3.1521 -0.7234 -1.6016
H -3.6755 -2.1446 -0.7110
H 0.9102 -3.4827 -2.4600
H -0.3497 -3.6182 -1.2302
H 1.5083 -5.2238 -0.9010
H 1.3425 -4.1500 0.4849
H 3.3905 -3.8807 -1.7753
H 3.7396 -4.3340 -0.1125
H 4.2116 -1.8911 -0.4800
H 2.9113 -2.1409 0.6902
H 2.5475 -1.5365 -2.2694
H 2.3185 -0.3712 -0.9713
*
```

Record order is preserved below.
Max |F|: 8.85 1.08 eV/A